P.
Below is a single C6H15N molecule, with properties calculated with the ωB97M-V functional and the def2-TZVPD basis.

```
! RIJCOSX wB97M-V def2-TZVPD def2/J DEFGRID3
* xyz 0 1
C -1.49 -0.25 2.91
N -0.61 -0.47 1.76
C -0.54 0.68 0.87
C 0.66 0.59 -0.05
C 0.38 -0.29 -1.29
C 1.68 -1.00 -1.77
C -0.04 0.68 -2.46
H -2.50 -0.20 2.52
H -1.25 0.63 3.51
H -1.39 -1.14 3.54
H 0.30 -0.73 2.08
H -0.50 1.62 1.45
H -1.53 0.77 0.41
H 1.08 1.56 -0.27
H 1.52 0.10 0.43
H -0.41 -1.03 -1.19
H 1.51 -1.39 -2.78
H 1.88 -1.86 -1.14
H 2.46 -0.25 -1.89
H 0.67 0.59 -3.30
H 0.01 1.74 -2.22
H -0.96 0.33 -2.93
*
```

Calculated values
SMILES string: CNCCC(C)C
frontier orbital gap: 9.91 eV

Q.
Below is 2 unconnected molecules or ions with the total composition C6H15N, with properties calculated with the ωB97M-V functional and the def2-TZVPD basis.

```
! RIJCOSX wB97M-V def2-TZVPD def2/J DEFGRID3
* xyz 0 1
C -2.07 -1.40 -0.36
N -0.93 -1.24 0.56
C 0.11 -0.73 -0.22
C 1.35 -0.18 0.62
C 1.04 1.33 0.87
C -0.24 1.91 1.58
C 0.76 -1.24 -1.63
H -3.01 -1.08 0.05
H -2.06 -0.75 -1.27
H -2.23 -2.40 -0.80
H -0.64 0.08 -0.11
H -0.06 1.25 -1.39
H 2.31 -0.32 -0.06
H 1.40 -0.86 1.53
H 0.81 1.65 -0.22
H 1.92 1.75 1.46
H 0.13 2.85 1.98
H -1.09 2.18 0.88
H -0.60 1.25 2.43
H 0.16 -1.78 -2.36
H 1.28 -0.43 -2.28
H 1.63 -1.85 -1.26
*
```

Calculated values
frontier orbital gap: 6.31 eV

R.
Below is a single C6H15N molecule, with properties calculated with the ωB97M-V functional and the def2-TZVPD basis.

```
! RIJCOSX wB97M-V def2-TZVPD def2/J DEFGRID3
* xyz 0 1
C 2.65 -0.58 -0.35
C 1.73 -0.82 0.83
C 0.08 -0.85 0.50
C -0.34 0.22 -0.45
C -0.13 1.65 0.02
C -2.00 -0.07 -0.74
N -2.87 0.54 0.24
H 3.68 -0.89 -0.11
H 2.69 0.48 -0.61
H 2.34 -1.14 -1.23
H 1.93 -0.09 1.62
H 1.94 -1.81 1.27
H -0.10 -1.84 0.07
H -0.43 -0.78 1.46
H 0.13 0.08 -1.43
H -0.82 2.33 -0.51
H 0.89 1.99 -0.17
H -0.33 1.76 1.09
H -2.20 -1.15 -0.81
H -2.20 0.35 -1.73
H -2.81 0.07 1.14
H -3.84 0.54 -0.07
*
```

Calculated values
SMILES string: CCC[C@H](C)CN
frontier orbital gap: 10.13 eV

S.
Below is a single C6H15N molecule, with properties calculated with the ωB97M-V functional and the def2-TZVPD basis.

```
! RIJCOSX wB97M-V def2-TZVPD def2/J DEFGRID3
* xyz 0 1
C 0.29 -1.99 -0.93
C -0.54 -1.18 0.11
C -1.99 -1.63 0.05
C -0.41 0.28 -0.37
C 0.81 0.98 0.23
C 0.50 1.59 1.60
N 1.32 1.96 -0.75
H 0.95 -2.62 -0.38
H 0.85 -1.43 -1.68
H -0.22 -2.60 -1.72
H -0.10 -1.38 1.09
H -2.48 -1.33 -0.87
H -2.54 -1.23 0.92
H -2.21 -2.69 0.22
H -1.29 0.93 -0.13
H -0.57 0.29 -1.46
H 1.52 0.16 0.41
H -0.51 1.34 1.93
H 0.89 2.60 1.75
H 1.20 1.12 2.37
H 1.01 2.90 -0.57
H 2.31 1.84 -0.89
*
```

Calculated values
SMILES string: CC(C)C[C@H](C)N
frontier orbital gap: 9.96 eV

Relative energy table, unit kJ/mol: P 27.4; Q 742.5; R 0.0; S 54.4

P.
Below is a single C6H15N molecule, with properties calculated with the ωB97M-V functional and the def2-TZVPD basis.

```
! RIJCOSX wB97M-V def2-TZVPD def2/J DEFGRID3
* xyz 0 1
C -1.51 0.99 2.21
C -1.63 -0.15 1.21
C -1.36 0.18 -0.25
C 0.05 0.71 -0.52
C 1.19 -0.35 -0.48
C 0.80 -1.61 -1.25
N 2.37 0.22 -1.05
H -1.99 1.90 1.90
H -0.47 1.19 2.42
H -1.91 0.66 3.16
H -2.63 -0.51 1.21
H -1.15 -1.07 1.55
H -2.04 0.98 -0.56
H -1.51 -0.68 -0.91
H 0.40 1.48 0.18
H 0.15 1.21 -1.49
H 1.24 -0.60 0.59
H -0.10 -2.08 -0.87
H 0.62 -1.35 -2.29
H 1.58 -2.31 -1.26
H 3.18 -0.35 -1.22
H 2.65 1.15 -0.83
*
```

Calculated values
SMILES string: CCCC[C@@H](C)N
frontier orbital gap: 9.93 eV

Q.
Below is a single C6H15N molecule, with properties calculated with the ωB97M-V functional and the def2-TZVPD basis.

```
! RIJCOSX wB97M-V def2-TZVPD def2/J DEFGRID3
* xyz 0 1
C 0.09 0.58 3.11
C 1.26 -0.02 2.20
N 1.15 0.18 0.72
C -0.25 0.39 0.02
C -0.35 -0.61 -1.31
C 0.62 -0.01 -2.35
C -1.75 -0.50 -2.03
H -0.83 0.74 2.64
H 0.31 1.67 3.34
H -0.03 0.18 4.11
H 2.20 0.39 2.61
H 1.26 -1.09 2.36
H 1.72 -0.52 0.33
H -1.14 0.18 0.56
H -0.36 1.35 -0.46
H -0.09 -1.62 -0.92
H 0.12 0.95 -2.75
H 1.72 0.13 -2.16
H 0.60 -0.73 -3.24
H -1.70 -1.40 -2.75
H -1.89 0.44 -2.58
H -2.68 -0.68 -1.46
*
```

Calculated values
SMILES string: CCNCC(C)C
frontier orbital gap: 9.50 eV

R.
Below is 2 unconnected molecules or ions with the total composition C6H15N, with properties calculated with the ωB97M-V functional and the def2-TZVPD basis.

```
! RIJCOSX wB97M-V def2-TZVPD def2/J DEFGRID3
* xyz 0 1
C 1.21 -1.98 1.48
C 0.24 -1.19 0.58
C -0.22 0.09 1.28
C -0.18 1.30 0.30
C -0.89 0.97 -1.03
C -0.53 1.93 -2.17
N -0.71 -1.91 -0.15
H 1.54 -2.87 0.96
H 2.07 -1.43 1.76
H 0.67 -2.32 2.41
H 0.92 -0.75 -0.25
H -1.27 -0.05 1.63
H 0.41 0.30 2.13
H -0.64 2.15 0.78
H 0.85 1.56 0.11
H -0.56 -0.10 -1.27
H -2.01 0.88 -0.86
H 0.51 1.79 -2.49
H -0.76 2.94 -1.85
H -1.12 1.77 -3.11
H -1.30 -2.45 0.48
H 1.80 -0.63 -0.72
*
```

Calculated values
frontier orbital gap: 5.84 eV

Relative energy table, unit kJ/mol: P 0.0; Q 166.5; R 564.6

P.
Below is a molecular structure, C2H8N2O3P, with properties calculated with the ωB97M-V functional and the def2-TZVPD basis.

```
! RIJCOSX wB97M-V def2-TZVPD def2/J DEFGRID3
* xyz -1 1
C 0.88 0.31 1.43
C 0.65 0.00 -0.03
N 0.75 -1.27 -0.50
N 1.23 1.08 -0.85
O -2.03 0.38 -1.54
O -2.14 -1.09 0.54
O -2.09 1.32 0.94
P -1.67 0.29 -0.11
H 0.75 1.38 1.47
H 1.90 0.07 1.79
H 0.25 -0.23 2.14
H 1.70 -1.55 -0.95
H 0.05 -1.37 -1.23
H 1.74 0.77 -1.72
H -2.49 -1.72 -0.10
H 0.52 1.61 -1.28
*
```

Calculated values
frontier orbital gap: 7.62 eV

Q.
Below is a gas-phase ion, C2H8N2O3P (charge -1), with properties calculated with the ωB97M-V functional and the def2-TZVPD basis.

```
! RIJCOSX wB97M-V def2-TZVPD def2/J DEFGRID3
* xyz -1 1
N 0.29 -2.17 -1.04
C 0.32 -0.73 -0.95
C 0.06 -0.14 0.49
N -1.05 -0.90 1.19
P -0.11 1.76 0.01
O -1.50 1.98 0.41
O 0.57 2.07 -1.30
O 0.96 2.45 1.10
H 1.22 -2.55 -0.78
H -0.41 -2.57 -0.45
H 1.20 -0.39 -1.40
H -0.42 -0.47 -1.64
H 0.84 -0.20 1.41
H -1.87 -0.91 0.55
H -1.44 -0.28 1.91
H 1.35 3.07 0.50
*
```

Calculated values
SMILES string: NC[C@H](N)[P@](=O)([O-])O
frontier orbital gap: 8.56 eV

Relative energy table, unit kJ/mol: P 47.2; Q 0.0

P.
Below is 8 unconnected molecules or ions with the total composition C23H49N3O16, with properties calculated with the ωB97M-V functional and the def2-TZVPD basis.

```
! RIJCOSX wB97M-V def2-TZVPD def2/J DEFGRID3
* xyz 0 1
C 9.90 3.36 12.53
N 10.52 2.42 11.57
O 9.86 1.88 10.66
O 11.64 2.13 11.81
H 9.40 2.75 13.28
H 9.11 3.82 11.94
H 10.67 4.08 12.82
C 15.17 4.41 16.69
N 14.08 4.60 17.67
O 13.36 5.51 17.38
O 13.87 3.85 18.61
H 15.23 3.38 16.33
H 16.12 4.68 17.15
H 15.01 5.08 15.84
C 3.46 8.65 12.22
N 3.81 8.65 10.74
O 4.82 8.07 10.37
O 3.11 9.41 10.08
H 3.97 7.81 12.68
H 2.40 8.49 12.41
H 3.78 9.63 12.57
C 10.68 15.56 8.39
C 10.64 14.05 8.29
O 10.84 13.35 9.51
C 9.83 13.17 10.36
C 10.20 12.22 11.50
O 8.68 13.57 10.32
H 10.33 16.12 7.52
H 11.61 15.86 8.86
H 9.96 15.91 9.13
H 9.74 13.70 7.79
H 11.43 13.77 7.59
H 10.15 11.17 11.21
H 9.53 12.49 12.32
H 11.24 12.33 11.83
C 6.36 -0.40 19.32
C 7.16 0.40 18.30
O 7.72 1.53 19.00
C 7.15 2.75 18.90
C 7.50 3.65 20.09
O 6.49 3.26 17.93
H 5.31 -0.10 19.25
H 6.71 -0.24 20.34
H 6.14 -1.44 19.09
H 7.90 -0.20 17.78
H 6.58 0.78 17.46
H 7.30 4.72 20.01
H 8.59 3.52 20.09
H 6.90 3.40 20.96
C 0.11 -4.13 12.73
C 1.52 -3.94 13.11
O 2.10 -2.66 12.86
C 2.21 -2.10 11.63
C 2.91 -0.81 11.75
O 1.78 -2.53 10.59
H -0.16 -5.15 13.02
H -0.07 -4.06 11.66
H -0.48 -3.44 13.32
H 1.68 -4.24 14.14
H 1.97 -4.73 12.50
H 3.93 -1.15 11.57
H 2.62 -0.39 12.71
H 2.56 -0.10 11.00
C 5.32 1.72 4.54
C 4.54 0.48 4.15
O 3.19 1.02 4.08
C 2.32 0.44 3.18
C 0.92 1.02 3.19
O 2.64 -0.58 2.52
H 5.20 2.47 3.75
H 6.34 1.35 4.47
H 5.03 2.01 5.55
H 4.93 0.02 3.24
H 4.60 -0.27 4.94
H 0.33 0.34 2.57
H 0.86 1.98 2.68
H 0.61 1.16 4.22
C 10.11 -4.02 11.13
C 10.25 -4.52 9.74
O 11.29 -3.76 9.18
C 12.59 -4.14 9.21
C 13.57 -3.16 8.59
O 13.00 -5.15 9.69
H 10.89 -4.26 11.86
H 9.30 -4.66 11.48
H 9.84 -2.97 11.15
H 10.50 -5.58 9.72
H 9.36 -4.44 9.12
H 14.35 -2.96 9.34
H 13.24 -2.22 8.15
H 14.09 -3.65 7.77
*
```

Calculated values
SMILES string: C[N+](=O)[O-].C[N+](=O)[O-].C[N+](=O)[O-].CCOC(C)=O.CCOC(C)=O.CCOC(C)=O.CCOC(C)=O.CCOC(C)=O
frontier orbital gap: 10.16 eV

Q.
Below is 8 unconnected molecules or ions with the total composition C23H49N3O16, with properties calculated with the ωB97M-V functional and the def2-TZVPD basis.

```
! RIJCOSX wB97M-V def2-TZVPD def2/J DEFGRID3
* xyz 0 1
C -1.42 0.82 0.12
N -1.28 0.71 -1.36
O -0.41 0.01 -1.90
O -1.98 1.46 -1.97
H -0.66 1.53 0.44
H -1.08 -0.16 0.46
H -2.47 0.99 0.33
C -4.32 3.49 -0.16
N -3.62 3.79 1.11
O -3.62 2.88 1.86
O -3.00 4.83 1.31
H -3.72 3.72 -1.04
H -5.24 4.07 -0.21
H -4.59 2.43 -0.17
C -0.34 -1.95 3.72
N -0.58 -3.01 2.66
O -0.99 -2.67 1.56
O -0.50 -4.15 3.10
H -0.22 -0.99 3.22
H 0.58 -2.11 4.28
H -1.21 -2.02 4.37
C -6.66 -5.05 2.60
C -5.69 -4.42 1.63
O -5.43 -3.04 1.82
C -4.55 -2.63 2.73
C -4.28 -1.13 2.64
O -3.91 -3.27 3.56
H -6.73 -6.14 2.60
H -7.59 -4.48 2.58
H -6.34 -4.88 3.63
H -4.75 -4.98 1.58
H -6.11 -4.56 0.63
H -3.57 -0.89 1.85
H -3.94 -0.84 3.64
H -5.15 -0.54 2.37
C 2.21 4.59 1.56
C 1.11 3.68 1.03
O -0.05 3.91 1.86
C -0.37 3.04 2.84
C -1.24 3.70 3.93
O -0.16 1.78 2.91
H 2.84 4.02 2.24
H 1.81 5.46 2.08
H 3.03 4.82 0.89
H 0.92 3.82 -0.03
H 1.35 2.62 1.06
H -1.75 3.05 4.64
H -2.00 4.15 3.28
H -0.64 4.30 4.60
C 6.59 1.09 0.23
C 5.36 1.81 -0.15
O 4.11 1.21 0.20
C 3.71 0.00 -0.25
C 2.36 -0.28 0.25
O 4.34 -0.79 -0.91
H 7.43 1.71 -0.07
H 6.71 0.13 -0.27
H 6.61 1.02 1.32
H 5.40 2.84 0.20
H 5.52 1.86 -1.23
H 1.78 0.11 -0.59
H 2.29 0.19 1.24
H 2.20 -1.34 0.43
C 0.53 -3.03 -2.18
C 1.93 -3.02 -2.78
O 2.64 -3.83 -1.79
C 3.70 -4.58 -2.24
C 4.43 -5.36 -1.16
O 4.11 -4.51 -3.42
H 0.17 -4.06 -2.13
H -0.03 -2.53 -2.98
H 0.55 -2.46 -1.26
H 1.94 -3.39 -3.80
H 2.33 -2.01 -2.80
H 5.33 -5.73 -1.64
H 3.88 -6.24 -0.83
H 4.56 -4.70 -0.30
C 1.72 2.49 -2.69
C 1.95 1.66 -3.89
O 0.68 1.23 -4.30
C -0.09 1.89 -5.18
C -1.46 1.28 -5.45
O 0.22 2.91 -5.73
H 1.25 3.47 -2.81
H 2.74 2.78 -2.46
H 1.27 1.90 -1.88
H 2.43 2.24 -4.69
H 2.61 0.80 -3.76
H -2.20 2.06 -5.28
H -1.78 0.36 -4.96
H -1.53 1.05 -6.51
*
```

Calculated values
SMILES string: C[N+](=O)[O-].C[N+](=O)[O-].C[N+](=O)[O-].CCOC(C)=O.CCOC(C)=O.CCOC(C)=O.CCOC(C)=O.CCOC(C)=O
frontier orbital gap: 9.63 eV

Relative energy table, unit kJ/mol: P 100.3; Q 0.0

P.
Below is a molecular structure, C4H8, with properties calculated with the ωB97M-V functional and the def2-TZVPD basis.

```
! RIJCOSX wB97M-V def2-TZVPD def2/J DEFGRID3
* xyz 0 1
C -0.61 -1.18 0.28
C -0.42 0.58 0.65
C 0.56 1.23 -0.29
C 0.44 -0.58 -0.62
H -1.59 -1.45 -0.14
H -0.31 -1.85 1.11
H -1.43 0.90 0.52
H -0.05 0.51 1.66
H 0.21 1.81 -1.16
H 1.58 1.49 0.02
H 0.18 -0.56 -1.66
H 1.44 -0.89 -0.38
*
```

Calculated values
frontier orbital gap: 8.35 eV

Q.
Below is 2 unconnected molecules or ions with the total composition C4H8, with properties calculated with the ωB97M-V functional and the def2-TZVPD basis.

```
! RIJCOSX wB97M-V def2-TZVPD def2/J DEFGRID3
* xyz 0 1
C -2.50 0.76 -1.34
C -2.79 -0.46 -0.92
H -2.34 1.56 -0.63
H -2.41 0.96 -2.40
H -3.09 -0.59 0.11
H -2.91 -1.33 -1.56
C 2.52 -0.12 1.77
C 2.83 -0.09 0.49
H 3.26 -0.31 2.54
H 1.53 -0.43 2.09
H 3.84 -0.07 0.08
H 2.04 0.11 -0.23
*
```

Calculated values
SMILES string: C=C.C=C
frontier orbital gap: 11.32 eV

R.
Below is a molecular structure, C4H8, with properties calculated with the ωB97M-V functional and the def2-TZVPD basis.

```
! RIJCOSX wB97M-V def2-TZVPD def2/J DEFGRID3
* xyz 0 1
C -1.85 -0.68 0.53
C -1.77 0.58 -0.12
C 2.13 -0.15 -0.66
C -0.56 0.79 0.47
H -1.33 -1.68 0.30
H -2.48 1.21 -0.55
H 1.49 0.58 -0.19
H 1.95 -1.07 -0.09
H 1.74 -0.43 -1.74
H -0.45 1.48 1.24
H 3.14 0.18 -0.74
H -2.03 -0.81 1.57
*
```

Calculated values
frontier orbital gap: 9.10 eV

Relative energy table, unit kJ/mol: P 178.7; Q 0.0; R 344.4

P.
Below is a single C4H8 molecule, with properties calculated with the ωB97M-V functional and the def2-TZVPD basis.

```
! RIJCOSX wB97M-V def2-TZVPD def2/J DEFGRID3
* xyz 0 1
C 0.41 -1.14 -0.87
C 0.48 -0.08 0.24
C -0.09 1.30 0.03
C -0.76 0.33 0.97
H 1.27 -1.09 -1.55
H -0.52 -1.05 -1.45
H 0.40 -2.16 -0.42
H 1.39 -0.12 0.81
H 0.43 2.16 0.48
H -0.63 1.50 -0.91
H -0.71 0.51 2.02
H -1.68 -0.17 0.64
*
```

Calculated values
SMILES string: CC1CC1
frontier orbital gap: 11.56 eV

Q.
Below is 2 unconnected molecules or ions with the total composition C4H8, with properties calculated with the ωB97M-V functional and the def2-TZVPD basis.

```
! RIJCOSX wB97M-V def2-TZVPD def2/J DEFGRID3
* xyz 0 1
C 1.62 -1.63 1.44
C 0.92 -2.43 0.65
H 2.49 -2.04 1.92
H 1.44 -0.57 1.42
H 1.03 -3.51 0.72
H 0.04 -2.11 0.12
C -1.59 2.52 -0.67
C -0.93 1.66 -1.44
H -1.18 2.86 0.26
H -2.56 2.81 -1.07
H 0.12 1.48 -1.26
H -1.39 0.94 -2.10
*
```

Calculated values
SMILES string: C=C.C=C
frontier orbital gap: 11.04 eV

R.
Below is a molecular structure, C4H8, with properties calculated with the ωB97M-V functional and the def2-TZVPD basis.

```
! RIJCOSX wB97M-V def2-TZVPD def2/J DEFGRID3
* xyz 0 1
C 2.56 -0.91 -0.23
C 2.56 0.47 -0.50
C -3.00 0.04 0.29
C 1.25 0.47 -0.44
H 1.90 -1.57 -0.79
H 3.28 1.25 -0.25
H -3.05 -0.42 -0.70
H -2.05 0.58 0.28
H -3.00 -0.65 1.13
H 0.64 1.24 0.04
H -3.80 0.78 0.38
H 2.71 -1.29 0.78
*
```

Calculated values
frontier orbital gap: 9.46 eV

Relative energy table, unit kJ/mol: P 0.0; Q 143.1; R 376.1